This record from the Open Molecules 2025 dataset describes one molecule with the formula C8H11O6. The level of theory is ωB97M-V/def2-TZVPD.

Each line ends with the Löwdin spin population.
Element x y z (Å)
O: 1.145 1.510 -0.628  0.416
O: 1.734 2.321 0.263  0.692
C: 2.806 -2.201 1.873  0.017
C: 2.414 -1.119 0.862  0.152
C: 1.111 -0.470 1.051  0.557
O: 0.616 -0.284 2.176  0.863
C: 0.529 0.159 -0.199  0.152
C: -0.970 0.576 -0.049  0.021
C: -1.339 1.374 -1.245  0.009
C: -2.639 1.181 -2.045  0.001
O: -1.358 0.637 -2.463  0.001
C: -3.600 0.093 -1.650  0.000
O: -4.399 0.210 -0.746  0.001
O: -1.127 1.369 1.131  0.055
H: 3.809 -2.532 1.593  0.002
H: 2.773 -1.792 2.889  0.002
H: 2.094 -3.020 1.788  0.001
H: 3.162 -0.277 0.938  0.034
H: 2.454 -1.508 -0.179  0.007
H: 0.634 -0.486 -1.099  0.012
H: -1.632 -0.330 0.026  0.002
H: -1.017 2.434 -1.232  0.000
H: -3.038 2.101 -2.528  0.000
H: -3.589 -0.819 -2.365  0.000
H: -0.574 0.872 1.836  0.002

Summary:
2S+1 = 4
energy above the lowest of the compared OMol25 structures with the same formula, charge and spin = 47.5 kcal/mol
charge = 0